Record 1
{
  "formula": "C3H18NO4",
  "method": "the ωB97M-V functional and the def2-TZVPD basis",
  "species": ["C", "C", "N", "C", "H", "H", "H", "H", "H", "H", "H", "H", "H", "H", "H", "H", "O", "H", "H", "O", "H", "H", "O", "H", "H", "O"],
  "positions_angstrom": [[2.50033, -0.85655, 1.73858], [1.14545, -0.12274, 1.92542], [0.39149, -0.06285, 0.60671], [-1.05089, 0.36367, 0.47967], [2.91594, -0.69402, 0.74946], [3.19314, -0.45375, 2.39796], [2.25054, -1.87917, 1.83581], [0.42632, -0.51238, 2.74449], [1.38989, 0.83085, 2.26000], [0.44442, -1.10361, 0.34511], [0.96534, 0.43644, -0.08630], [-1.59505, -0.48742, 1.10633], [-1.24963, 0.29956, -0.68746], [-1.31559, 1.43445, 0.73739], [-1.01781, 2.68919, 3.02721], [-0.56384, 2.85582, 1.65774], [-0.12005, 2.51765, 2.47213], [2.58055, -0.00535, -2.07854], [1.04952, -0.36633, -2.52951], [1.70651, -0.14705, -1.88644], [-4.09696, -0.44232, -1.81735], [-3.99803, -0.72984, -0.32939], [-3.44532, -0.74044, -1.14079], [-0.25481, -1.81857, -3.84718], [-1.41588, -0.85675, -3.31678], [-0.39337, -1.01305, -3.35464]],
  "mulliken_charge": [-1.1843, -0.3434, -0.1042, -0.6138, 0.3105, 0.4143, 0.3539, 0.3495, 0.2980, 0.4026, 0.4221, 0.3233, 0.2113, 0.1232, 0.3699, 0.3203, -0.6542, 0.2755, 0.3668, -0.6188, 0.3254, 0.3057, -0.6146, 0.3088, 0.3283, -0.6761],
  "total_charge": 1,
  "gap_ha": 0.446,
  "multiplicity": 1,
  "lumo_energy_ev": -2.789
}

---

Record 2
{
  "formula": "C3H18NO4",
  "method": "the ωB97M-V functional and the def2-TZVPD basis",
  "species": ["C", "C", "C", "N", "H", "H", "H", "H", "H", "H", "H", "H", "H", "H", "H", "H", "O", "H", "H", "O", "H", "H", "O", "H", "H", "O"],
  "positions_angstrom": [[0.65495, -0.56248, -0.99920], [-0.24101, -0.51018, -2.30349], [0.10909, 0.72910, -3.06070], [0.08480, -1.11962, 0.24280], [1.61524, -1.11020, -1.29267], [1.08163, 0.44457, -0.70003], [-1.28592, -0.60185, -2.03471], [0.03240, -1.42884, -2.89087], [0.32281, 1.61867, -2.42818], [0.96713, 0.59056, -3.67180], [-0.70604, 0.96390, -3.80346], [-0.88508, -0.71367, 0.26333], [0.02662, -2.22258, 0.26151], [0.55166, -0.85397, 1.12698], [3.15749, -1.39604, 1.11933], [2.98575, 0.01833, 1.90798], [2.51148, -0.79353, 1.48479], [-2.62838, 0.02637, 1.24991], [-3.03551, -1.44813, 0.97178], [-2.28497, -0.88209, 1.18665], [-4.67402, 0.96013, 2.28190], [-4.10811, 1.88826, 1.23852], [-3.85093, 1.13173, 1.78447], [2.42766, 1.94826, 2.72191], [3.92960, 1.74078, 3.00133], [3.24165, 1.58254, 2.34195]],
  "mulliken_charge": [-0.6864, -0.1715, -1.1790, -0.2130, 0.3430, 0.2873, 0.3711, 0.2757, 0.3384, 0.3369, 0.3134, 0.3466, 0.3776, 0.3290, 0.2931, 0.4123, -0.7005, 0.3649, 0.2956, -0.6948, 0.3177, 0.3298, -0.6768, 0.3404, 0.3380, -0.6886],
  "total_charge": 1,
  "gap_ha": 0.433,
  "multiplicity": 1,
  "lumo_energy_ev": -2.703
}

---

Record 3
{
  "formula": "C3H19O6",
  "method": "the ωB97M-V functional and the def2-TZVPD basis",
  "species": ["O", "H", "H", "H", "O", "H", "H", "H", "C", "C", "C", "O", "H", "H", "H", "H", "H", "H", "H", "O", "H", "H", "O", "H", "H", "O", "H", "H"],
  "positions_angstrom": [[10.66400, -6.24866, -12.12014], [10.20458, -5.98052, -11.32098], [11.45401, -5.78367, -12.40519], [10.09493, -6.42696, -12.87245], [6.76241, -8.26422, -12.68398], [7.66684, -8.03936, -12.91428], [6.28106, -7.43361, -12.68864], [6.38142, -8.83155, -13.35821], [10.61656, -8.25584, -15.50181], [9.41979, -8.43199, -14.55160], [9.73109, -9.64530, -13.62140], [8.98281, -7.23354, -13.90559], [11.42114, -7.75372, -14.96457], [10.42529, -7.63876, -16.37972], [10.99654, -9.23023, -15.80887], [8.57579, -8.76388, -15.15623], [9.64826, -10.55991, -14.20856], [9.25627, -9.63287, -12.64035], [10.78628, -9.73128, -13.36203], [5.14370, -10.51523, -11.11314], [4.82150, -11.09000, -10.41883], [5.83284, -9.99813, -10.69613], [5.24497, -6.21325, -12.47406], [4.35033, -6.43006, -12.21165], [5.40999, -5.35698, -12.07933], [4.83631, -9.22046, -14.07899], [4.46637, -10.06227, -13.81303], [4.22291, -8.88448, -14.73251]],
  "mulliken_spin": [0.0057, 0.0002, 0.0016, 0.0088, -0.0001, 0.0034, 0.0006, -0.0009, 0.0028, -0.0194, 0.1616, 0.8077, 0.0018, 0.0039, -0.0020, 0.0349, -0.0019, -0.0101, 0.0015, 0.0000, 0.0000, 0.0000, 0.0001, 0.0000, 0.0000, 0.0003, -0.0001, 0.0000],
  "total_charge": 2,
  "gap_ha": [0.360, 0.232],
  "multiplicity": 2,
  "s_squared": 0.755,
  "lumo_energy_ev": [-7.258, -10.747]
}